# 1
Below is a structure of composition C13H33F2NO5S4Zr in a non-equilibrium geometry, with properties calculated with ωB97M-V/def2-TZVPD.

The geometry in XYZ format:
```
59
C13H33F2NO5S4Zr | the Open Molecules 2025 dataset | ωB97M-V/def2-TZVPD
Zr -4.01916 17.30985 -7.56679
F -4.44568 17.11120 -9.61699
F -3.48826 15.25748 -7.75059
C -2.30563 11.81095 -6.50455
O -3.56098 12.48082 -6.57404
H -1.58172 12.46664 -5.99865
H -2.44441 10.88011 -5.97012
H -1.82351 11.64011 -7.47412
H -3.45263 13.35724 -6.95750
N -4.02574 13.48522 -10.09240
C -4.54764 14.01141 -11.24332
C -4.64224 12.97866 -12.14164
C -4.16570 11.79675 -11.53180
C -3.76001 12.14939 -10.25742
H -3.69839 14.08751 -9.35560
H -4.81056 15.05147 -11.33670
H -5.04993 13.06079 -13.13782
H -4.16638 10.78637 -11.90034
H -3.36774 11.64043 -9.39176
C -2.10011 16.60763 -11.41976
S -0.89922 17.10377 -10.16193
O -1.69541 17.26921 -8.88284
C 0.01825 15.55829 -10.05518
H -1.65712 16.27648 -12.35736
H -2.81048 17.41657 -11.55526
H -2.62727 15.73822 -11.01941
H 0.36740 15.26224 -11.04711
H -0.63528 14.77365 -9.66877
H 0.93510 15.61552 -9.46857
C -6.50397 13.77237 -7.67275
S -7.15077 15.48096 -7.71400
O -5.99231 16.44239 -7.43195
C -7.41389 15.53278 -9.50959
H -5.60014 13.69438 -8.27404
H -7.29473 13.15352 -8.10073
H -6.34041 13.41780 -6.65802
H -6.53431 15.13495 -10.02320
H -7.54006 16.57267 -9.79890
H -8.23422 14.88514 -9.81475
C 0.43784 18.06601 -6.44818
S -0.93360 17.18335 -5.65781
O -2.23717 17.47731 -6.40816
C -0.50605 15.50868 -6.22197
H 0.34932 19.12412 -6.19971
H 0.52183 17.87737 -7.51046
H 1.30172 17.74560 -5.85764
H -0.72326 15.38247 -7.28461
H -1.18581 14.78669 -5.77247
H 0.54240 15.33167 -5.99911
C -3.34978 15.10170 -3.43395
S -4.57419 16.33736 -3.94905
O -4.36460 16.47491 -5.45245
C -6.02340 15.29996 -3.73189
H -3.70317 14.72746 -2.46920
H -2.35874 15.51294 -3.26728
H -3.37149 14.26287 -4.13058
H -6.05185 14.99247 -2.68802
H -5.96019 14.37506 -4.31378
H -6.89021 15.83426 -4.11378
```

The gap between HOMO and LUMO comes out at 5.422 eV. As for the net charge: +2. The spin multiplicity is 1. As for the HOMO energy: -12.61 eV.


# 2
Below is a structure of composition C56H82CsGe2IN14OPS in a non-equilibrium geometry, with properties calculated with ωB97M-V/def2-TZVPD.

The geometry in XYZ format:
```
159
C56H82CsGe2IN14OPS | the Open Molecules 2025 dataset | ωB97M-V/def2-TZVPD
Cs 0.24270 -0.08936 -0.31306
C -4.45879 -4.80881 -3.06890
C -4.44315 -3.67438 -2.03446
Ge -3.25917 -2.14737 -2.45219
C -4.17164 -0.75582 -3.48238
C -4.68785 -1.18947 -4.86131
C -1.91240 -2.86539 -3.65542
C -0.59550 -3.12246 -3.66869
Ge 0.61773 -2.76686 -2.05126
C 0.52579 -4.59039 -1.11834
C -0.03248 -5.78739 -1.90398
C 2.49151 -2.94821 -2.82636
C 2.97977 -4.31710 -3.32606
C -0.03165 -3.63963 -4.94936
C 0.85356 -2.85861 -5.69934
C 1.39066 -3.32369 -6.89180
C 1.06915 -4.59046 -7.36431
C 0.18391 -5.37774 -6.63616
C -0.36587 -4.90447 -5.44846
H -4.92652 -5.71303 -2.66653
H -3.44399 -5.07433 -3.38053
H -5.01158 -4.52338 -3.96949
H -4.06988 -4.04958 -1.07481
H -5.45658 -3.30315 -1.84883
H -3.43825 0.05022 -3.58475
H -4.98811 -0.35451 -2.87578
H -3.89814 -1.64384 -5.46514
H -5.07460 -0.33341 -5.42234
H -5.49969 -1.91980 -4.77499
H -2.46979 -3.10190 -4.57417
H -0.06532 -4.44605 -0.20728
H 1.54650 -4.81364 -0.77755
H -1.06736 -5.59964 -2.21816
H -0.03498 -6.71779 -1.31621
H 0.54839 -5.97447 -2.81190
H 3.13414 -2.61867 -1.99721
H 2.60913 -2.18823 -3.61018
H 2.87168 -5.07858 -2.54721
H 4.03810 -4.30135 -3.61798
H 2.41034 -4.65902 -4.19575
H 1.11289 -1.86964 -5.33622
H 2.07174 -2.69336 -7.45317
H 1.49966 -4.95806 -8.28981
H -0.08146 -6.36696 -6.99245
H -1.05283 -5.52451 -4.88184
C -1.63329 -4.24672 4.93880
N -2.33968 -4.31442 3.66603
C -2.66566 -3.32868 2.80728
N -3.38109 -3.81251 1.81637
C -3.46369 -5.13410 2.12766
N -2.84999 -5.49075 3.23958
C -2.56629 -3.93910 6.08882
C -3.28613 -4.95591 6.70451
C -4.19943 -4.65865 7.70666
C -4.40768 -3.34617 8.10091
C -3.68444 -2.32876 7.49386
C -2.76415 -2.62867 6.49610
C -3.91269 -0.93434 7.87323
N -4.69593 -0.43535 8.75903
N -4.56507 0.95338 8.65726
C -3.69398 1.16646 7.74087
O -3.23442 0.01812 7.21055
C -3.17983 2.42338 7.19202
C -3.69965 3.64578 7.58982
C -3.21216 4.80786 7.00826
C -2.21317 4.75270 6.04648
C -1.67267 3.52954 5.66623
C -0.53763 3.47347 4.66454
N -0.25533 2.12782 4.20136
C -1.00842 1.32107 3.43469
N -0.44181 0.13967 3.32942
C 0.69708 0.28106 4.06608
N 0.84529 1.46241 4.63386
C -2.16484 2.37229 6.24293
H -0.85371 -3.49326 4.85926
H -1.16675 -5.21700 5.07922
H -2.36270 -2.29272 2.93015
H -3.97975 -5.85267 1.50560
H -3.14671 -5.98169 6.37968
H -4.76386 -5.45621 8.17464
H -5.12609 -3.09667 8.87246
H -2.21553 -1.82435 6.01473
H -4.49256 3.67437 8.32938
H -3.62143 5.76732 7.30169
H -1.84245 5.66895 5.59727
H 0.37897 3.81970 5.13045
H -0.74270 4.11541 3.81046
H -1.93927 1.62666 2.97217
H 1.44302 -0.49777 4.15856
H -1.75589 1.40874 5.96495
C 5.68643 -1.52747 2.59601
N 5.40529 -0.89540 1.33171
C 6.35865 0.03606 0.74047
C 5.63112 0.49949 -0.52326
N 4.25041 0.18423 -0.18384
C 4.15250 -0.71277 0.82912
S 2.72573 -1.42186 1.31584
H 6.59848 -2.12073 2.51915
H 4.85306 -2.17657 2.84866
H 5.81255 -0.78425 3.39160
H 7.30219 -0.46042 0.51939
H 6.55777 0.86850 1.42377
H 5.96244 -0.05125 -1.40532
H 5.75913 1.56355 -0.70921
H 3.51022 0.25049 -0.86456
N 0.42352 1.78422 -1.95137
P 1.24278 3.05534 -1.97530
N 2.00689 3.55160 -0.52826
C 3.29145 4.23685 -0.44439
C 3.40331 4.97943 0.88321
C 3.33387 4.01167 2.07594
C 2.42100 2.80811 1.76360
C 1.37260 3.19909 0.73368
N 2.65087 3.10281 -2.99249
C 2.60569 3.92865 -4.20922
C 3.82549 3.63805 -5.07354
C 3.78345 2.19756 -5.61396
C 3.06415 1.26547 -4.62374
C 3.25502 1.76663 -3.19964
N 0.44378 4.49676 -2.45216
C 0.53816 5.70170 -1.63077
C -0.31780 6.80668 -2.23569
C -1.80504 6.42591 -2.17710
C -1.99115 4.90626 -2.37499
C -0.83303 4.31140 -3.16460
H 3.39856 4.93387 -1.27442
H 4.13491 3.53111 -0.53295
H 2.58496 5.70624 0.94120
H 4.33641 5.54809 0.90462
H 2.96102 4.54361 2.95596
H 4.33795 3.65897 2.32716
H 1.94953 2.43690 2.67364
H 3.00758 1.98339 1.35019
H 0.75319 4.02091 1.14428
H 0.69441 2.37789 0.52250
H 2.58329 4.98222 -3.92836
H 1.69868 3.74861 -4.80774
H 4.72097 3.78397 -4.46174
H 3.87442 4.35788 -5.89380
H 4.80192 1.84136 -5.79090
H 3.27271 2.17651 -6.58037
H 3.43064 0.24021 -4.71418
H 1.98991 1.24289 -4.81770
H 4.33214 1.78573 -2.96054
H 2.76182 1.06635 -2.52251
H 1.57802 6.03180 -1.57010
H 0.20349 5.52891 -0.59229
H -0.00757 6.95133 -3.27464
H -0.13760 7.74799 -1.71020
H -2.35543 6.97774 -2.94268
H -2.22217 6.72971 -1.21193
H -2.93387 4.69522 -2.88654
H -2.03049 4.39579 -1.40898
H -0.79805 4.77128 -4.16430
H -0.98133 3.24027 -3.29254
I -3.22909 0.72436 -0.33819
C -3.10246 -1.40808 -0.59517
H -3.96453 -1.79111 -0.05617
H -2.21056 -1.74309 -0.07112
```

The gap between HOMO and LUMO comes out at 4.309 eV. For the energy above the lowest of the compared OMol25 structures with the same formula, charge and spin, the calculation gives 76.4 kJ/mol. As for the net charge: -1. The spin multiplicity is 1. As for the HOMO energy: -3.01 eV.


# 3
Below is a structure of composition C49H52ClN7O2P2PbS2, with properties calculated with ωB97M-V/def2-TZVPD.

The geometry in XYZ format:
```
116
C49H52ClN7O2P2PbS2 | the Open Molecules 2025 dataset | ωB97M-V/def2-TZVPD
Pb -0.43019 0.38419 -1.34658
C -7.50400 2.01646 0.21805
C -6.16969 2.59445 0.66732
N -5.06979 1.60361 0.55999
C -4.30196 1.46185 -0.55150
S -1.39395 1.06326 1.54216
N -3.95634 0.33273 -1.00983
N -2.97290 0.01133 -1.90689
C -3.29629 -0.56663 -3.00372
C -4.70745 -0.72419 -3.47574
C -2.18467 -1.15899 -3.82617
C -2.45896 -1.73023 -5.05783
C -1.43978 -2.34631 -5.77131
C -0.17058 -2.39648 -5.22807
C 0.03053 -1.79450 -4.00075
N -0.93711 -1.17874 -3.32069
H -8.30901 2.74150 0.36059
H -7.75268 1.12084 0.79607
H -7.47406 1.74525 -0.84267
H -6.21822 2.91669 1.70397
H -5.90152 3.45557 0.06491
H -5.27471 0.70573 0.96409
H -5.39803 -0.37181 -2.71786
H -4.93495 -1.77207 -3.69171
H -4.86972 -0.14689 -4.39152
H -3.46452 -1.70063 -5.45967
H -1.64020 -2.78698 -6.74025
H 0.64743 -2.88403 -5.74304
H 1.01157 -1.81173 -3.53058
C 4.46927 -3.49259 4.80558
S 3.61027 -2.33375 5.89510
C 2.45970 -1.61128 4.71051
C 1.43764 -2.59675 4.15864
C 0.28078 -1.95697 3.37989
N 0.70063 -1.11298 2.20912
P 0.73615 -1.77595 0.60929
C 1.90082 -3.16933 0.78226
C 1.50651 -4.45299 1.16705
C 2.45999 -5.44006 1.38132
C 3.81118 -5.15503 1.21208
C 4.21020 -3.88312 0.81947
C 3.25722 -2.89713 0.60065
C -0.84024 -2.65321 0.29281
C -2.04670 -2.36016 0.92471
C -3.22914 -2.95723 0.49090
C -3.22182 -3.83496 -0.58328
C -2.02136 -4.13425 -1.22321
C -0.84067 -3.54650 -0.78907
P 0.38751 0.55742 2.23460
C 0.63769 1.17717 3.89615
C 1.89100 1.65425 4.29134
C 2.04620 2.22751 5.54409
C 0.95653 2.33463 6.39860
C -0.29214 1.86854 6.00626
C -0.45759 1.29785 4.75197
C 1.69579 1.26048 1.16824
C 1.36414 2.28869 0.37433
C 2.33823 2.81718 -0.63020
C 3.85229 2.60543 -0.37215
C 4.08531 1.42521 0.53982
C 3.10864 0.79448 1.20602
H 5.33934 -3.84997 5.35561
H 4.80492 -2.98263 3.89848
H 3.83921 -4.34347 4.54614
H 3.04383 -1.15927 3.90270
H 1.96731 -0.81414 5.26782
H 1.00047 -3.14517 4.99690
H 1.93943 -3.32158 3.51990
H -0.31070 -1.34208 4.05784
H -0.37557 -2.74338 3.00823
H 0.45730 -4.68539 1.30908
H 2.14840 -6.43264 1.69061
H 4.55328 -5.92708 1.38268
H 5.26393 -3.66243 0.68349
H 3.57321 -1.90317 0.29090
H -2.07058 -1.66642 1.75368
H -4.15973 -2.73718 1.00286
H -4.14695 -4.30015 -0.91523
H -2.00436 -4.83417 -2.05348
H 0.09593 -3.79602 -1.28480
H 2.74748 1.57433 3.63181
H 3.01742 2.59779 5.85033
H 1.07897 2.79523 7.37280
H -1.14272 1.96386 6.67050
H -1.43609 0.95769 4.42892
H 0.37344 2.73422 0.42716
H 2.11349 3.84587 -0.90195
H 4.43169 3.46252 -0.02029
H 5.11898 1.10781 0.67667
H 3.34983 -0.04470 1.85205
N 2.20550 0.55803 -1.82765
C 2.49919 1.98075 -1.97572
C 4.01724 2.31046 -1.90841
C 4.38308 3.52019 -2.71853
C 3.55428 4.09923 -3.58061
C 2.18962 3.60047 -3.85458
C 1.37506 4.13857 -4.84106
C 0.10474 3.61815 -5.04780
C -0.32474 2.57785 -4.25157
N 0.44658 2.04432 -3.28989
C 1.67784 2.54050 -3.11233
H 2.47153 0.07673 -2.68299
H 2.74462 0.16110 -1.06899
H 4.69118 1.48228 -2.14899
H 5.39305 3.90591 -2.59597
H 3.88251 4.96702 -4.14714
H 1.73390 4.96323 -5.44527
H -0.54738 4.02183 -5.81490
H -1.31986 2.15451 -4.36679
Cl -2.63753 5.24904 0.19159
C -2.73910 4.64679 -1.48216
C -2.78771 3.14470 -1.39124
O -4.01424 2.72133 -1.04721
O -1.84376 2.42856 -1.56484
H -1.84576 4.95137 -2.00521
H -3.63326 5.06095 -1.93680
```

The gap between HOMO and LUMO comes out at 6.883 eV. For the energy above the lowest of the compared OMol25 structures with the same formula, charge and spin, the calculation gives 177.5 kJ/mol. As for the net charge: +2. The spin multiplicity is 1. As for the HOMO energy: -11.82 eV.


# 4
Below is a cluster of 2 separate species, C4H5ClFN2S in total in a non-equilibrium geometry, with properties calculated with ωB97M-V/def2-TZVPD.

The geometry in XYZ format:
```
14
C4H5ClFN2S | the Open Molecules 2025 dataset | ωB97M-V/def2-TZVPD
C -2.36923 -1.17116 0.08310
C -2.66917 0.17900 -0.01342
C -0.44654 -0.04674 0.17939
C 3.42736 0.46834 -0.01442
N -1.47569 0.84763 0.02383
N -1.06081 -1.26906 0.22039
F 2.49101 -0.27029 -0.53812
S 3.04413 2.20375 -0.12064
Cl -4.06099 1.09659 -0.30760
H -3.06998 -2.02590 0.15052
H 4.45814 0.26216 -0.62457
H 3.62878 0.19635 0.96452
H -1.30130 1.77019 -0.22956
H -0.59570 -2.24086 0.22658
```

The gap between HOMO and LUMO (spin up / spin down) comes out at 5.393 / 7.470 eV. For the energy above the lowest of the compared OMol25 structures with the same formula, charge and spin, the calculation gives 386.5 kJ/mol. As for the net charge: +1. The spin multiplicity is 1. As for the HOMO energy (spin up / spin down): -13.01 / -12.66 eV.


no.,calculated total energy (eV)
1,-75787.2916
2,-224116.3665
3,-124190.5774
4,-33272.6131